Here is C3H7N2S as an isolated structure from the OMol25 dataset. Energies are from ωB97M-V/def2-TZVPD.

Summary:
- HOMO-LUMO gap (eV) = 10.0855
- energy above the lowest of the compared OMol25 structures with the same formula, charge and spin (kJ/mol) = 270.4
- net charge = +1
- highest occupied orbital energy (hartree) = -0.5249
- maximum force (eV Å⁻¹) = 3.6

Atoms and positions in Å:
1 C -0.78 -0.94 -0.38
2 C 0.76 -0.82 0.06
3 C -0.23 0.96 0.78
4 N -1.26 0.48 0.07
5 N 1.13 0.57 -0.52
6 S 0.64 -0.23 1.77
7 H -0.83 -1.27 -1.38
8 H -1.36 -1.68 0.20
9 H 1.31 -1.65 -0.31
10 H -0.22 1.94 1.26
11 H -2.07 1.00 -0.10
12 H 1.84 0.94 0.03
13 H 1.09 0.69 -1.51